# 1
Density functional theory data (ωB97M-V/def2-TZVPD) for C10H30N3NaO7 as an isolated structure in a non-equilibrium geometry.

Values from the calculation:
- multiplicity = 1
- HOMO-LUMO gap (eV) = 5.2116

Last column: Mulliken charge in e.
Geometry (Å):
O: 4.180184 -3.587800 -1.665369  -0.670
H: -5.721877 1.060451 -0.539707  0.376
H: -2.605046 1.063696 -2.207353  0.218
H: 2.449861 6.689533 0.702228  0.268
H: 4.867045 3.901352 0.411637  0.374
H: 3.595262 5.814084 1.714630  0.288
H: 0.333821 -4.971133 -3.053081  0.233
C: -3.545687 1.345640 -0.442920  0.341
H: 4.051862 3.624055 -1.129064  0.383
H: 1.875457 5.193596 1.371011  0.259
H: -0.561646 -3.980715 -4.053408  0.252
H: 4.365640 1.826600 1.847648  0.406
O: -1.656956 -4.833553 -2.581998  -0.495
H: -2.726062 2.154466 1.430888  0.439
N: 2.072460 2.239916 -0.568573  -0.605
C: 2.773136 5.694785 1.008951  -0.657
H: 0.382601 -4.658719 2.375573  0.311
H: 4.135312 1.052757 0.096132  0.373
Na: -0.420677 -1.941022 -0.358598  0.889
H: -1.671868 1.193627 -0.909829  0.194
H: -3.174090 0.752676 3.496966  0.307
H: 3.118090 0.731069 1.404256  0.331
C: -0.661831 -4.909893 -3.492426  -0.585
C: -1.640572 -4.764908 2.444793  -0.498
H: -2.009999 -4.838214 3.467655  0.220
H: -0.688291 -5.819046 -4.093122  0.295
C: 3.893661 3.766870 -0.060106  -0.899
H: -3.609089 2.371327 -0.806294  0.342
C: -2.312354 0.307418 2.999707  -0.782
H: -4.929430 0.417161 -1.899078  0.412
C: 3.750004 1.522447 1.001134  -1.483
O: 4.358657 -3.391452 -3.738807  -0.636
H: 2.490747 1.507626 -1.124355  0.300
N: -2.537454 0.789420 -1.237657  -0.574
C: 2.915974 2.678529 0.511372  0.561
H: -4.751857 -0.492957 -0.450053  0.277
C: -3.310809 1.293048 1.108214  -0.804
N: 3.893348 -2.991510 -2.686884  1.004
O: -2.418793 0.293963 1.552992  -0.213
O: -0.379238 -4.085564 2.488255  -0.515
H: -2.334414 -4.173270 1.847601  0.173
O: 3.262106 5.014221 -0.175665  -0.340
H: 2.285681 3.010216 1.336482  0.209
C: -4.812195 0.530094 -0.821308  -1.439
O: 3.055390 -2.120862 -2.718617  -0.680
H: -1.486461 0.962938 3.275928  0.322
H: -4.249212 1.366586 1.657844  0.398
H: 2.311946 2.989199 -1.202068  0.250
H: -2.197931 -0.686706 3.431830  0.236
H: -1.519334 -5.729973 1.952787  0.327
H: -2.485069 -5.182070 -2.920175  0.306

Forces on atoms 1 to 3 (eV/Å):
O 0.5 -0.4 2.7
H -0.1 -0.3 0.5
H -0.3 0.0 0.0



# 2
Density functional theory data (ωB97M-V/def2-TZVPD) for a 5-piece molecular cluster, C10H30O7 overall in a non-equilibrium geometry.

Values from the calculation:
- SMILES = COCCOC.COCCOC.CO.CO.O
- multiplicity = 1
- HOMO-LUMO gap (eV) = 9.8008
- ΔE to the lowest compared entry with this formula, charge and spin (kJ/mol) = 364.6

Last column: Mulliken charge in e.
Geometry (Å):
H: -2.278644 -14.287229 -18.388605  0.252
C: 5.027645 -18.378107 -15.372773  -0.511
H: 3.973268 -18.157160 -15.206746  0.246
O: -0.546220 -14.203157 -19.449750  -0.470
H: 10.826956 -13.846123 -19.116470  0.349
H: -1.442914 -17.901121 -22.621240  0.260
H: 0.470706 -20.284496 -19.668001  0.403
H: 6.545683 -13.691127 -16.820595  0.228
C: 0.250535 -19.613336 -21.761984  -0.596
O: 9.919405 -12.040985 -18.568173  -0.388
H: -3.048462 -20.257869 -18.762058  0.213
H: 2.332125 -15.248468 -18.956982  0.331
C: -1.505526 -13.543255 -18.580643  -0.536
C: 7.487502 -13.508598 -17.338058  -0.632
H: 0.472204 -18.583622 -21.481555  0.391
H: 8.572074 -11.368120 -19.972586  0.324
H: 7.640920 -13.673749 -20.636859  0.376
O: 3.203101 -15.641023 -18.897676  -0.629
H: -2.418856 -19.276554 -22.354047  0.240
H: -1.933399 -12.737893 -19.177658  0.228
O: -0.466675 -19.701278 -22.975166  -0.344
C: -2.025574 -20.557527 -18.990097  -0.697
H: 1.171846 -20.123701 -22.042735  0.311
H: -1.983810 -18.986215 -24.002886  0.267
H: 10.693042 -13.594848 -17.385609  0.260
H: 5.603294 -17.493665 -15.099838  0.208
H: -0.285010 -21.482563 -20.819988  0.330
H: 9.801566 -12.416273 -20.550294  0.450
H: -2.016854 -21.640808 -19.110586  0.289
H: -1.310307 -20.220015 -18.240035  0.280
H: 7.968973 -12.570004 -17.063620  0.281
H: -1.140429 -13.356598 -17.570710  0.241
O: 5.229228 -18.782355 -16.687099  -0.479
C: 9.108866 -12.282377 -19.719428  -0.565
C: -1.604913 -18.916415 -22.983240  -0.613
H: 8.686631 -14.385408 -19.469068  0.306
H: 3.805776 -14.903848 -18.995533  0.300
H: 4.891489 -17.999742 -17.128733  0.305
H: 8.061186 -14.417124 -17.154821  0.269
O: 7.119570 -13.370759 -18.705785  -0.368
C: -0.216353 -20.443106 -20.499210  -0.483
H: 5.271596 -19.236285 -14.746599  0.224
C: 8.104206 -13.485847 -19.668278  -0.407
H: 11.891714 -12.719451 -18.355733  0.287
H: -1.142143 -14.421706 -20.169970  0.291
O: -1.577632 -19.975975 -20.144182  -0.251
C: 10.865959 -13.087525 -18.334728  -0.773

Forces on atoms 1 to 3 (eV/Å):
H -0.5 0.1 0.0
C -0.4 -0.7 1.3
H -0.2 0.1 0.2